{
  "formula": "C11H14O",
  "method": "wB97M-V/def2-TZVPD",
  "charge": 0,
  "relative_energy_kj_mol": 394.5,
  "e_lumo_ev": 0.80,
  "homo_lumo_gap_ev": 9.78,
  "e_homo_ev": -8.9771,
  "e_tot_ha": -502.607515,
  "species": ["C", "C", "C", "C", "C", "C", "C", "C", "C", "C", "C", "H", "H", "H", "H", "H", "H", "H", "H", "H", "H", "H", "H", "H", "H", "O"],
  "positions_angstrom": [[1.428, -0.245, -2.180], [0.232, -0.534, -1.291], [-1.036, 0.056, -1.765], [-2.297, -0.626, -1.052], [-1.864, -1.317, 0.361], [-0.707, -0.419, 1.085], [-0.732, -0.022, 2.362], [0.426, 0.495, 3.100], [1.537, 0.874, 2.261], [1.361, 0.593, 0.877], [0.352, -0.100, 0.209], [0.444, 1.670, -2.244], [1.508, -0.779, -3.181], [2.491, -0.570, -1.783], [0.193, -1.697, -1.335], [-0.973, 1.243, -1.395], [-1.220, 0.332, -3.014], [-3.112, -0.001, -0.648], [-2.777, -1.288, -1.884], [-2.702, -1.077, 1.133], [-1.411, -2.303, 0.389], [-1.700, -0.260, 2.843], [0.216, 0.490, 4.311], [2.422, 1.356, 2.572], [2.081, 1.284, 0.187], [1.542, 1.134, -2.469]],
  "lowdin_charge": [-0.30, -0.32, -0.21, -0.15, -0.09, -0.21, -0.09, -0.05, -0.08, -0.06, -0.15, 0.22, 0.12, 0.15, 0.18, 0.14, 0.19, 0.09, 0.12, 0.12, 0.10, 0.11, 0.15, 0.07, 0.16, -0.19]
}